w:
C29H43Br2IIrN5O2S | ωB97M-V with the def2-TZVPD basis set

As for the charge: +3. As for the spin multiplicity: 6.

Geometry (Å):
Ir: -1.19332 -0.66576 -1.06219
C: -2.11020 0.30857 3.69819
C: -2.17009 -1.12327 3.31735
N: -2.28283 -2.02981 4.25998
C: -2.31470 -3.31254 3.92767
C: -2.25189 -3.80344 2.60064
C: -2.33770 -5.29588 2.37035
O: -1.43278 -5.71411 1.36865
C: -2.14998 -2.88739 1.56899
C: -2.31767 -3.33817 0.19003
N: -2.06596 -2.66967 -0.87461
C: -2.37281 -3.31375 -2.11589
C: -2.03027 -4.64503 -2.33708
C: -2.34240 -5.24306 -3.54873
C: -2.99179 -4.52257 -4.54165
C: -3.33697 -3.19208 -4.33288
C: -3.01560 -2.60269 -3.12520
I: -3.52477 -0.60176 -2.76714
C: -2.06899 -1.49527 1.90829
O: -1.93215 -0.57340 1.05780
H: -2.42717 0.41874 4.73206
H: -2.73564 0.91784 3.04724
H: -1.08044 0.66923 3.62231
H: -2.41801 -4.01092 4.75021
H: -3.35371 -5.54500 2.03944
H: -2.17846 -5.82496 3.31159
H: -0.68288 -6.16198 1.77555
H: -2.76768 -4.31996 0.07262
H: -1.51593 -5.20308 -1.56367
H: -2.07799 -6.27740 -3.71695
H: -3.23664 -4.99192 -5.48269
H: -3.85027 -2.63403 -5.10238
Br: 0.61595 -1.94723 -3.07599
C: 1.42953 -3.62352 -2.50585
Br: 1.28642 -3.93440 -0.62087
H: 2.48193 -3.55896 -2.76696
H: 0.91530 -4.41718 -3.03985
C: -0.39685 3.30731 4.94668
C: 0.88356 2.86776 4.25219
C: 1.12289 3.54910 2.90522
C: 0.12083 3.14913 1.82276
N: 0.19788 1.72968 1.42815
C: 1.14538 1.21244 0.66535
S: 1.04897 -0.52130 0.34544
N: 2.16472 1.90238 0.20706
C: 3.25798 1.40526 -0.64274
C: 4.62143 1.84359 -0.12866
C: 5.12064 1.09463 1.10642
C: 4.49183 1.52439 2.42375
H: -0.51935 2.78904 5.89521
H: -1.29035 3.10726 4.35285
H: -0.37563 4.37583 5.15787
H: 0.88876 1.78182 4.11501
H: 1.73736 3.08244 4.89756
H: 2.14362 3.34075 2.57627
H: 1.05189 4.63307 3.01685
H: 0.23320 3.75585 0.91909
H: -0.89839 3.29477 2.17624
H: -0.55998 1.11560 1.69732
H: 2.23657 2.87228 0.49446
H: 3.07701 1.76829 -1.65688
H: 3.19213 0.31326 -0.66147
H: 4.60007 2.92217 0.06220
H: 5.32457 1.70367 -0.95070
H: 6.19972 1.24537 1.16951
H: 4.97899 0.01990 0.95873
H: 4.67119 2.58371 2.61490
H: 4.92317 0.96667 3.25313
H: 3.41384 1.34903 2.45156
C: -0.74217 2.53933 -5.10479
C: -0.08814 3.01181 -3.79618
C: -0.74417 4.30465 -3.28723
C: 1.42580 3.18486 -3.97073
C: -0.31738 1.95852 -2.80118
N: -0.49705 1.12598 -2.02697
H: -0.61850 3.32776 -5.84436
H: -1.80820 2.35785 -4.97664
H: -0.26617 1.63591 -5.48397
H: -0.69761 5.04454 -4.08398
H: -0.21605 4.70557 -2.42327
H: -1.79048 4.15394 -3.02853
H: 1.59595 3.94685 -4.72917
H: 1.89830 2.26286 -4.30569
H: 1.89679 3.52026 -3.04705


x:
C29H43Br2IIrN5O2S | ωB97M-V with the def2-TZVPD basis set

As for the charge: +3. As for the spin multiplicity: 6.

Geometry (Å):
Ir: 1.75091 -0.98834 1.32287
C: 0.53386 -0.88827 6.02217
C: 0.40147 0.40426 5.30985
N: -0.23588 1.40417 5.88801
C: -0.33843 2.56644 5.23883
C: 0.21280 2.83370 3.94556
C: 0.04567 4.18752 3.30257
O: -0.37847 4.03483 1.94930
C: 0.88497 1.83119 3.30617
C: 1.61209 2.12580 2.06789
N: 2.07646 1.25806 1.25839
C: 2.88833 1.69146 0.15999
C: 2.52699 2.77057 -0.63624
C: 3.36530 3.18307 -1.66268
C: 4.56253 2.52057 -1.89546
C: 4.92436 1.43213 -1.10979
C: 4.07619 1.02268 -0.09809
I: 4.62550 -0.57835 1.13497
C: 0.97188 0.55176 3.95658
O: 1.51800 -0.45832 3.42764
H: -0.10341 -0.89012 6.90023
H: 1.57385 -1.02199 6.34075
H: 0.30006 -1.72968 5.36785
H: -0.86513 3.35920 5.76270
H: 1.00313 4.71092 3.30933
H: -0.64428 4.79482 3.88573
H: -1.25424 4.42174 1.84150
H: 1.82841 3.17244 1.86882
H: 1.59023 3.28811 -0.44688
H: 3.08658 4.03080 -2.27637
H: 5.22489 2.85116 -2.68584
H: 5.86522 0.92428 -1.28195
Br: 0.18066 -4.57087 0.51546
C: 1.33956 -4.96892 1.98200
Br: 2.35813 -3.43014 2.63711
H: 2.07736 -5.68655 1.65431
H: 0.75897 -5.32367 2.82213
C: -5.60204 -2.68854 0.29162
C: -5.17501 -1.33002 -0.26743
C: -4.37657 -1.42608 -1.56522
C: -3.12488 -2.29099 -1.45152
N: -2.29886 -1.97390 -0.26462
C: -1.53507 -0.91024 -0.14333
S: -0.68958 -0.68730 1.38651
N: -1.43135 -0.01411 -1.09951
C: -0.60380 1.21176 -1.05115
C: -1.09073 2.24842 -2.05876
C: -2.23447 3.13311 -1.56121
C: -3.51186 2.38427 -1.18286
H: -6.22996 -2.56614 1.17225
H: -4.75126 -3.31258 0.59269
H: -6.17630 -3.25524 -0.44421
H: -4.60128 -0.77334 0.48214
H: -6.05908 -0.72651 -0.46616
H: -4.12509 -0.42187 -1.92275
H: -4.99089 -1.87575 -2.34828
H: -2.49224 -2.20696 -2.33918
H: -3.39141 -3.33976 -1.35424
H: -2.41103 -2.55455 0.55369
H: -2.02408 -0.13055 -1.91133
H: 0.43216 0.94026 -1.25170
H: -0.65671 1.62456 -0.03793
H: -1.37349 1.74271 -2.99174
H: -0.23534 2.87623 -2.31643
H: -2.46220 3.85935 -2.34170
H: -1.87462 3.71372 -0.70490
H: -3.88699 1.79320 -2.02564
H: -4.30379 3.08247 -0.91113
H: -3.36715 1.71388 -0.32836
C: 1.10057 -1.90314 -4.06210
C: 2.38003 -2.13682 -3.23940
C: 3.51580 -1.20567 -3.70562
C: 2.81674 -3.61312 -3.29818
C: 2.08721 -1.81514 -1.83265
N: 1.86013 -1.56920 -0.73470
H: 1.30625 -2.17069 -5.09902
H: 0.79687 -0.85345 -4.03742
H: 0.27983 -2.53053 -3.70803
H: 3.71374 -1.41209 -4.75759
H: 4.43334 -1.38944 -3.14394
H: 3.23813 -0.15410 -3.60785
H: 3.06730 -3.84888 -4.33272
H: 2.01488 -4.28014 -2.97961
H: 3.69959 -3.79354 -2.68422


Which of them is the least stable? Correct choice: w.


w:
C9H21N2S | ωB97M-V with the def2-TZVPD basis set

As for the charge: +1. As for the spin multiplicity: 1.

Geometry (Å):
C: -1.06444 2.09946 -1.97758
C: -1.10678 2.48034 -0.71248
C: 1.22947 -2.29299 0.70449
C: -0.92282 -1.62959 -0.40098
C: 1.24293 -1.43431 -1.65049
C: 3.31977 0.45774 1.65366
C: -2.07278 1.94362 0.30245
C: 0.57621 -1.32389 -0.27970
C: 2.92983 0.93926 0.52632
N: 0.73073 0.04754 0.20232
N: -1.36413 1.48816 1.50484
S: 3.01702 1.95915 -0.76476
H: -0.37576 2.53548 -2.68447
H: -1.74866 1.36209 -2.36982
H: -0.42810 3.24077 -0.34206
H: 0.80876 -2.17823 1.70012
H: 1.05561 -3.31467 0.37940
H: 2.30340 -2.13179 0.74789
H: -1.38689 -0.96935 -1.12920
H: -1.41695 -1.49456 0.55822
H: -1.07050 -2.65630 -0.72172
H: 0.82512 -0.70665 -2.34321
H: 2.31686 -1.27740 -1.56824
H: 1.08027 -2.42479 -2.06319
H: 0.19652 0.24228 1.05475
H: 4.31442 0.68560 2.02619
H: 2.74260 -0.21254 2.26817
H: -2.62409 1.09466 -0.10806
H: -2.80295 2.73922 0.52564
H: 0.40755 0.71443 -0.49942
H: -2.03549 1.10777 2.16552
H: -0.92114 2.28375 1.95756
H: 3.37456 1.02728 -1.66891


x:
C9H21N2S | ωB97M-V with the def2-TZVPD basis set

As for the charge: +1. As for the spin multiplicity: 1. The structure (SMILES) is CS[C@H]1N(C)[C@@H](C)[C@H](C)[N+]1(C)C.

Geometry (Å):
C: -3.35836 -0.83346 0.03756
S: -2.12658 0.29165 0.70888
C: -0.90177 0.21955 -0.58688
N: -0.03909 1.25909 -0.75712
C: -0.67103 2.36628 -1.42277
C: 0.99269 1.31261 0.31532
C: 0.70051 2.15526 1.58973
C: 1.03004 -0.15757 0.77629
C: 2.41472 -0.74092 0.87301
N: 0.21213 -1.03496 -0.18004
C: 0.99507 -1.24072 -1.43557
C: -0.12499 -2.28590 0.43749
H: -3.15254 -1.91274 0.28741
H: -3.67445 -0.51467 -0.89555
H: -4.33292 -0.79847 0.51075
H: -1.50717 -0.12597 -1.59008
H: -1.56502 2.75495 -0.86637
H: -0.03078 3.14159 -1.55400
H: -0.75702 2.17114 -2.49102
H: 1.88797 1.56349 -0.09382
H: 1.12251 3.21885 1.47969
H: 1.26493 1.64854 2.35129
H: -0.39179 2.13043 1.57896
H: 0.54524 -0.07879 1.65738
H: 3.01084 -0.07090 1.46996
H: 2.94714 -0.91955 -0.02898
H: 2.47877 -1.50763 1.56772
H: 0.25603 -1.88075 -2.18576
H: 1.35694 -0.44972 -2.03480
H: 1.89797 -1.94529 -1.42745
H: -0.50443 -2.85749 -0.35643
H: 0.69671 -2.85257 0.91030
H: -0.67227 -2.02531 1.35491


Which of them is the least stable? Correct choice: x.